A 8-piece molecular cluster, C26H54N2O14S2 overall, computed with the ωB97M-V functional and the def2-TZVPD basis.

Each atom is followed by the atoms it is bonded to, with distances in Å.
Geometry (Å):
1 C 2.22068 -5.17234 -2.69673  C2 1.473, H6 1.090, H7 1.090, H8 1.090
2 C 2.45433 -6.08307 -3.83086  C1 1.473, O3 1.216, N4 1.345
3 O 3.49345 -6.07009 -4.46249  C2 1.216
4 N 1.40451 -6.85452 -4.16665  C2 1.345, C5 1.480, H9 1.010
5 C 1.42247 -7.77587 -5.32517  N4 1.480, H10 1.090, H11 1.090, H12 1.090
6 H 2.06963 -4.16374 -3.08144  C1 1.090
7 H 3.08142 -5.13611 -2.02896  C1 1.090
8 H 1.38818 -5.43663 -2.04466  C1 1.090
9 H 0.69129 -6.96414 -3.45997  N4 1.010
10 H 2.13284 -8.51100 -4.94693  C5 1.090
11 H 1.63485 -7.33738 -6.30021  C5 1.090
12 H 0.39955 -8.14013 -5.42017  C5 1.090
13 C 2.69130 -2.87906 4.79997  C14 1.559, H18 1.090, H19 1.090, H20 1.090
14 C 1.61509 -3.29171 3.75012  C13 1.559, O15 1.204, N16 1.347
15 O 0.46342 -3.48286 4.04560  C14 1.204
16 N 2.04856 -3.44211 2.48315  C14 1.347, C17 1.466, H21 1.010
17 C 1.30566 -4.24271 1.50550  N16 1.466, H22 1.090, H23 1.090, H24 1.090
18 H 2.14029 -2.21064 5.46156  C13 1.090
19 H 3.64305 -2.48058 4.44858  C13 1.090
20 H 2.91330 -3.75739 5.40608  C13 1.090
21 H 2.92484 -3.03387 2.19064  N16 1.010
22 H 1.82208 -4.25175 0.54563  C17 1.090
23 H 0.28019 -3.87337 1.49649  C17 1.090
24 H 1.01965 -5.22988 1.86854  C17 1.090
25 C -4.90247 1.43048 1.64714  C26 1.534, O31 1.415, H32 1.090, H33 1.090
26 C -3.59023 0.74747 2.05246  C25 1.534, O27 1.412, H34 1.090, H35 1.090
27 O -2.61954 1.77297 2.01901  C26 1.412, S28 1.627
28 S -3.10808 3.11433 1.23922  O27 1.627, O29 1.468, O30 1.456, O31 1.645
29 O -2.21743 3.36289 0.09938  S28 1.468
30 O -3.38149 4.12760 2.24803  S28 1.456
31 O -4.47936 2.38794 0.69462  C25 1.415, S28 1.645
32 H -5.34342 1.89693 2.52811  C25 1.090
33 H -5.58557 0.65811 1.29371  C25 1.090
34 H -3.36142 -0.00038 1.29321  C26 1.090
35 H -3.68143 0.18377 2.98092  C26 1.090
36 C 0.22699 0.42958 0.19513  C37 1.465, O42 1.403, H43 1.090, H44 1.090
37 C -0.72899 0.73803 -0.87150  C36 1.465, O38 1.402, H45 1.090, H46 1.090
38 O -0.69455 -0.36252 -1.73969  C37 1.402, S39 1.662
39 S 0.84728 -0.97840 -1.82446  O38 1.662, O40 1.453, O41 1.469, O42 1.668
40 O 1.50404 -0.65277 -3.07935  S39 1.453
41 O 0.85690 -2.36404 -1.33706  S39 1.469
42 O 1.32658 0.00591 -0.56627  C36 1.403, S39 1.668
43 H 0.01690 -0.46508 0.78125  C36 1.090
44 H 0.28533 1.27832 0.87656  C36 1.090
45 H -0.35439 1.48714 -1.56908  C37 1.090
46 H -1.69909 0.86015 -0.38974  C37 1.090
47 C 2.54240 5.91929 2.82151  C48 1.479, C51 1.476, H52 1.090, H53 1.090
48 C 1.64176 4.74720 2.85889  C47 1.479, C49 1.519, H54 1.090, H55 1.090
49 C 1.40455 4.52128 1.37570  C48 1.519, O50 1.354, H56 1.090, H57 1.090
50 O 2.00689 5.52683 0.69792  C49 1.354, C51 1.431
51 C 3.13303 5.95567 1.46971  C47 1.476, O50 1.431, H58 1.090, H59 1.090
52 H 3.36544 6.02326 3.52854  C47 1.090
53 H 1.92002 6.79879 2.98652  C47 1.090
54 H 0.72671 4.91795 3.42601  C48 1.090
55 H 2.29060 3.95779 3.23827  C48 1.090
56 H 0.34783 4.47217 1.11297  C49 1.090
57 H 1.80779 3.55595 1.06970  C49 1.090
58 H 3.43496 6.94519 1.12650  C51 1.090
59 H 4.01029 5.32887 1.30956  C51 1.090
60 C 0.27585 4.31265 -2.75328  C61 1.526, C64 1.473, H65 1.090, H66 1.090
61 C 1.54308 3.61772 -2.26451  C60 1.526, C62 1.564, H67 1.090, H68 1.090
62 C 2.71678 4.21034 -3.11143  C61 1.564, O63 1.416, H69 1.090, H70 1.090
63 O 2.07386 4.98328 -4.10799  C62 1.416, C64 1.415
64 C 0.70025 4.64253 -4.12513  C60 1.473, O63 1.415, H71 1.090, H72 1.090
65 H -0.02824 5.15172 -2.12749  C60 1.090
66 H -0.62632 3.71112 -2.86438  C60 1.090
67 H 1.32475 2.56845 -2.46318  C61 1.090
68 H 1.80958 3.57409 -1.20849  C61 1.090
69 H 3.38361 3.44293 -3.50453  C62 1.090
70 H 3.35841 4.84687 -2.50214  C62 1.090
71 H 0.65428 3.80918 -4.82621  C64 1.090
72 H 0.08983 5.49047 -4.43574  C64 1.090
73 C -3.40678 -1.46788 -5.37108  C74 1.566, C77 1.508, H78 1.090, H79 1.090
74 C -4.26839 -2.71760 -4.98658  C73 1.566, C75 1.485, H80 1.090, H81 1.090
75 C -3.50488 -3.32941 -3.86892  C74 1.485, O76 1.417, H82 1.090, H83 1.090
76 O -2.61964 -2.29263 -3.48361  C75 1.417, C77 1.400
77 C -2.82308 -1.02901 -4.05212  C73 1.508, O76 1.400, H84 1.090, H85 1.090
78 H -3.87176 -0.63634 -5.90064  C73 1.090
79 H -2.63576 -1.89489 -6.01242  C73 1.090
80 H -4.56239 -3.48000 -5.70798  C74 1.090
81 H -5.16415 -2.36231 -4.47718  C74 1.090
82 H -2.86363 -4.13349 -4.22995  C75 1.090
83 H -4.15015 -3.69020 -3.06794  C75 1.090
84 H -1.87887 -0.49489 -3.94582  C77 1.090
85 H -3.57957 -0.48912 -3.48260  C77 1.090
86 C -1.29292 0.62326 5.10295  C87 1.470, C90 1.547, H91 1.090, H92 1.090
87 C -0.86428 0.66972 6.50856  C86 1.470, C88 1.533, H93 1.090, H94 1.090
88 C 0.37510 -0.23174 6.54970  C87 1.533, O89 1.419, H95 1.090, H96 1.090
89 O 0.81681 -0.25100 5.20129  C88 1.419, C90 1.413
90 C 0.04453 0.54945 4.32936  C86 1.547, O89 1.413, H97 1.090, H98 1.090
91 H -1.84672 1.48801 4.73742  C86 1.090
92 H -1.89230 -0.23931 4.81172  C86 1.090
93 H -1.67987 0.33929 7.15178  C87 1.090
94 H -0.57307 1.68811 6.76582  C87 1.090
95 H 0.10399 -1.20444 6.96013  C88 1.090
96 H 1.05208 0.15102 7.31344  C88 1.090
97 H 0.00759 0.07618 3.34816  C90 1.090
98 H 0.59253 1.48979 4.26973  C90 1.090

The spin multiplicity is 2. As for the net charge: +1. As for the expectation value of S²: 0.77. The energy relative to the best compared isomer or geometry (same formula, charge and spin) comes out at 0.0 kcal/mol. The HOMO-LUMO gap (spin up / spin down) is 0.2784 / 0.0700 Eh. For the LUMO energy (spin up / spin down), the calculation gives -3.163 / -8.832 eV. The value obtained for the total energy is -2981.76543 hartree.

=====

A 3-piece molecular cluster, C26H55N2O4P2S overall, computed with the ωB97M-V functional and the def2-TZVPD basis.

Each atom is followed by the atoms it is bonded to, with distances in Å.
Geometry (Å):
1 C 4.50005 -2.05542 5.12952  C2 1.506, H14 1.083, H15 1.077, H16 1.080
2 C 3.81325 -0.98107 4.32748  C1 1.506, O3 1.229, O4 1.363
3 O 2.98501 -0.22599 4.83096  C2 1.229
4 O 4.19135 -0.79372 3.03108  C2 1.363, C5 1.422
5 C 4.26825 -1.92634 2.17441  O4 1.422, C6 1.506, H17 1.085, H18 1.082
6 C 2.92606 -2.26190 1.57969  C5 1.506, C7 1.521, H19 1.083, H20 1.088
7 C 1.89307 -2.75905 2.57963  C6 1.521, C8 1.514, H21 1.090, H22 1.088
8 C 0.78999 -3.57112 1.93506  C7 1.514, C9 1.536, H23 1.083, H24 1.088
9 C -0.25160 -4.02176 2.97027  C8 1.536, C10 1.540, H25 1.089, H26 1.080
10 C -1.70116 -3.86090 2.47718  C9 1.540, P11 1.803, H27 1.086, H28 1.082
11 P -2.32271 -2.25778 3.01872  C10 1.803, P12 2.224, H29 1.393, H30 1.400
12 P -1.19625 -0.45373 2.36915  P11 2.224, S13 1.927, H31 1.402, H32 1.410
13 S -0.66176 0.59519 3.89446  P12 1.927
14 H 4.34322 -3.02494 4.67233  C1 1.083
15 H 4.02959 -2.06427 6.09805  C1 1.077
16 H 5.56695 -1.90020 5.19894  C1 1.080
17 H 4.69898 -2.79926 2.65331  C5 1.085
18 H 4.94008 -1.65809 1.36929  C5 1.082
19 H 2.52992 -1.42703 1.01426  C6 1.083
20 H 3.09791 -3.04920 0.84798  C6 1.088
21 H 1.46016 -1.89242 3.08024  C7 1.090
22 H 2.34978 -3.34196 3.37632  C7 1.088
23 H 1.19266 -4.42000 1.39713  C8 1.083
24 H 0.28298 -2.96384 1.18789  C8 1.088
25 H -0.10955 -3.40150 3.85417  C9 1.089
26 H -0.06719 -5.03647 3.29121  C9 1.080
27 H -2.33976 -4.61155 2.93350  C10 1.086
28 H -1.78855 -3.97820 1.40485  C10 1.082
29 H -2.27603 -2.23782 4.41067  P11 1.393
30 H -3.66185 -2.11800 2.63605  P11 1.400
31 H -0.07569 -0.87062 1.63687  P12 1.402
32 H -2.06924 0.16771 1.45247  P12 1.410
33 C -5.27502 4.84537 -1.52466  C34 1.540, H44 1.090, H45 1.089, H46 1.086
34 C -5.21113 3.39745 -1.00443  C33 1.540, C35 1.529, N39 1.494, C43 1.523
35 C -6.52841 3.01637 -0.32885  C34 1.529, C36 1.529, H47 1.095, H48 1.091
36 C -6.72766 3.68568 1.03192  C35 1.529, C37 1.528, H49 1.092, H50 1.091
37 C -5.53181 3.42262 1.94612  C36 1.528, C38 1.528, H51 1.091, H52 1.096
38 C -4.19635 3.81272 1.31454  C37 1.528, N39 1.494, C41 1.540, C42 1.517
39 N -4.07608 3.21699 -0.04990  C34 1.494, C38 1.494, O40 1.292
40 O -3.70206 1.98147 0.01134  N39 1.292
41 C -4.05506 5.34565 1.28106  C38 1.540, H53 1.090, H54 1.089, H55 1.086
42 C -3.04663 3.29629 2.15864  C38 1.517, H56 1.089, H57 1.088, H58 1.091
43 C -4.98144 2.51553 -2.22465  C34 1.523, H59 1.090, H60 1.088, H61 1.088
44 H -4.28494 5.19787 -1.81395  C33 1.090
45 H -5.91226 4.88751 -2.40631  C33 1.089
46 H -5.69701 5.55063 -0.81407  C33 1.086
47 H -6.56087 1.93032 -0.19446  C35 1.095
48 H -7.35160 3.27263 -0.99738  C35 1.091
49 H -6.88887 4.75936 0.91163  C36 1.092
50 H -7.63344 3.29554 1.49808  C36 1.091
51 H -5.64775 3.96453 2.88631  C37 1.091
52 H -5.51276 2.35699 2.19980  C37 1.096
53 H -3.21491 5.64433 0.65414  C41 1.090
54 H -3.86633 5.71712 2.28724  C41 1.089
55 H -4.94476 5.86096 0.93148  C41 1.086
56 H -3.11224 2.21823 2.30133  C42 1.089
57 H -3.05993 3.75228 3.14674  C42 1.088
58 H -2.08423 3.52220 1.69707  C42 1.091
59 H -4.02240 2.73797 -2.69346  C43 1.090
60 H -5.76825 2.70413 -2.95251  C43 1.088
61 H -5.00542 1.45615 -1.97902  C43 1.088
62 C 2.49211 0.40319 -4.54064  C63 1.540, H73 1.090, H74 1.089, H75 1.086
63 C 2.98888 0.04341 -3.12822  C62 1.540, C64 1.528, N68 1.496, C72 1.523
64 C 4.47689 0.36240 -2.98969  C63 1.528, C65 1.528, H76 1.095, H77 1.091
65 C 5.37606 -0.61283 -3.74733  C64 1.528, C66 1.527, H78 1.093, H79 1.091
66 C 5.07130 -2.05478 -3.34648  C65 1.527, C67 1.528, H80 1.091, H81 1.095
67 C 3.59535 -2.42367 -3.49032  C66 1.528, N68 1.496, C70 1.540, C71 1.523
68 N 2.73979 -1.39841 -2.81684  C63 1.496, C67 1.496, O69 1.290
69 O 2.68706 -1.59822 -1.54399  N68 1.290
70 C 3.22143 -2.57285 -4.97654  C67 1.540, H82 1.090, H83 1.089, H84 1.086
71 C 3.34042 -3.78168 -2.84942  C67 1.523, H85 1.088, H86 1.088, H87 1.091
72 C 2.18679 0.90552 -2.16189  C63 1.523, H88 1.091, H89 1.088, H90 1.088
73 H 1.49888 -0.00917 -4.71989  C62 1.090
74 H 2.42431 1.48550 -4.63856  C62 1.089
75 H 3.15141 0.06980 -5.33688  C62 1.086
76 H 4.75054 0.34291 -1.92973  C64 1.095
77 H 4.65068 1.38182 -3.33792  C64 1.091
78 H 5.26051 -0.48225 -4.82597  C65 1.093
79 H 6.42034 -0.38821 -3.52677  C65 1.091
80 H 5.66532 -2.74542 -3.94736  C66 1.091
81 H 5.37852 -2.20298 -2.30584  C66 1.095
82 H 2.13990 -2.63148 -5.10065  C70 1.090
83 H 3.65043 -3.49301 -5.37023  C70 1.089
84 H 3.59640 -1.77213 -5.60730  C70 1.086
85 H 3.65612 -3.81062 -1.80821  C71 1.088
86 H 3.90572 -4.54076 -3.38678  C71 1.088
87 H 2.28301 -4.04554 -2.89730  C71 1.091
88 H 1.12435 0.66075 -2.20869  C72 1.091
89 H 2.30684 1.95213 -2.43478  C72 1.088
90 H 2.52234 0.79292 -1.13266  C72 1.088

The spin multiplicity is 3. As for the net charge: +1. As for the expectation value of S²: 2.01. The energy relative to the best compared isomer or geometry (same formula, charge and spin) comes out at 0.0 kcal/mol. The HOMO-LUMO gap (spin up / spin down) is 0.2538 / 0.2930 Eh. For the LUMO energy (spin up / spin down), the calculation gives -3.412 / -3.412 eV. The value obtained for the total energy is -2514.64528 hartree.

=====

What is the spin multiplicity in the second record? 3